(1)
An isolated molecule of C12H12N2S in a non-equilibrium geometry. Source: the Open Molecules 2025 dataset; level of theory: ωB97M-V/def2-TZVPD.

- Energy above the lowest of the compared OMol25 structures with the same formula, charge and spin: 49.0 kJ/mol
- LUMO energy (alpha / beta): -1.691 / -2.236 eV
- HOMO-LUMO gap (alpha / beta): 4.1 / 6.6 eV
- DFT total energy: -26446.4401 eV
- Highest occupied orbital energy (alpha / beta): -5.75 / -8.81 eV
- ⟨S²⟩: 2.0349

Structure (ORCA input):
```
! RIJCOSX wB97M-V def2-TZVPD def2/J DEFGRID3
* xyz 0 3
C 2.5653 1.9310 -0.3866
C 4.0590 -1.1250 -0.3873
C 2.1072 0.5747 -0.2147
C 2.8830 -0.4955 -0.4341
C -0.3700 0.3135 -0.6895
C -0.8361 -0.8063 -1.1798
C 0.7527 0.1178 0.3380
C 0.9459 -1.3871 0.5127
C -0.4951 1.7168 -1.1815
C -1.7940 -0.9770 -2.2634
C 0.3791 0.8732 1.5940
C 1.7656 -2.0800 1.6042
N 3.0883 2.9556 -0.2912
N 5.0619 -1.6340 -0.0635
S -0.1478 -2.2928 -0.3319
H 0.3380 1.9739 -1.8730
H -0.6346 2.4092 -0.2856
H -1.2530 1.8238 -1.8958
H -2.0900 -1.9675 -2.7603
H -1.4003 -0.4532 -3.2345
H -2.7063 -0.4931 -2.1872
H -0.4386 0.4000 2.0882
H 0.2539 1.9007 1.4300
H 1.2206 0.8365 2.2975
H 2.4680 -2.8002 0.9895
H 1.2887 -2.5516 2.4609
H 2.5054 -1.2700 1.9437
*
```

Atomic partial charges in e from the natural (NBO) method, atoms 1 to 6: 0.246 0.119 -0.350 0.003 0.064 -0.154

=====

(2)
An isolated molecule of C23H32N4O3. Source: the Open Molecules 2025 dataset; level of theory: ωB97M-V/def2-TZVPD.

- Energy above the lowest of the compared OMol25 structures with the same formula, charge and spin: 326.9 kJ/mol
- LUMO energy: 0.517 eV
- Structure (SMILES): COc1ccc(CN2CCC(n3nccc3NC(=O)C3CCCC3)CC2)c(OC)c1
- HOMO-LUMO gap: 8.2 eV
- DFT total energy: -36472.7527 eV
- Highest occupied orbital energy: -7.71 eV

Structure (ORCA input):
```
! RIJCOSX wB97M-V def2-TZVPD def2/J DEFGRID3
* xyz 0 1
C 2.3426 5.3828 -1.9058
H 3.0767 5.7700 -2.6110
O 3.0760 4.9690 -0.7806
C 2.4127 4.3672 0.2474
C 3.2011 3.9080 1.2980
C 2.6086 3.2590 2.3607
C 1.2389 3.0415 2.4196
C 0.4462 3.5651 1.3895
C 1.0336 4.2128 0.3091
H 0.4145 4.5943 -0.4843
O -0.9059 3.4250 1.5297
C -1.7478 3.8498 0.4885
H -1.6824 4.9313 0.3280
H -2.7585 3.5987 0.8086
H -1.5238 3.3233 -0.4448
C 0.6414 2.2232 3.5427
N 0.5416 0.7893 3.2919
C -0.5550 0.4436 2.3943
C -0.3443 -0.9308 1.7757
H -0.1687 -1.6714 2.5563
H -1.2412 -1.2234 1.2248
C 0.8589 -0.8740 0.8172
N 0.4419 -0.3212 -0.4563
C -0.1652 -0.9765 -1.4791
C -0.4624 -0.0390 -2.4486
C -0.0057 1.1656 -1.9049
N 0.5242 0.9881 -0.7123
H -0.0411 2.1446 -2.3410
H -0.9324 -0.2156 -3.3914
N -0.3920 -2.3440 -1.4404
C -0.9815 -3.0802 -2.4332
O -1.3587 -2.6088 -3.4780
C -1.1068 -4.5501 -2.0478
H -0.0995 -4.9207 -1.8341
C -2.0154 -4.7179 -0.8081
H -2.6653 -3.8459 -0.7061
C -2.8655 -5.9483 -1.1175
C -3.1165 -5.8187 -2.6158
H -3.8597 -5.0416 -2.7978
C -1.7581 -5.3827 -3.1660
H -1.1441 -6.2540 -3.3936
H -1.8577 -4.7844 -4.0708
H -3.4674 -6.7453 -3.0666
H -2.2970 -6.8571 -0.9121
H -3.7837 -5.9745 -0.5327
H -1.4469 -4.8316 0.1155
H -0.1173 -2.8232 -0.5959
C 1.9821 -0.0183 1.4230
C 1.7877 0.1369 2.9338
H 1.8035 -0.8536 3.4072
H 2.6171 0.7070 3.3505
H 1.9487 0.9669 0.9576
H 2.9554 -0.4638 1.2150
H 1.2278 -1.8915 0.6293
H -1.4812 0.4601 2.9801
H -0.6565 1.1654 1.5764
H -0.3679 2.5775 3.7597
H 1.2548 2.3461 4.4408
H 3.2312 2.9095 3.1716
H 4.2667 4.0633 1.2562
H 1.6317 6.1781 -1.6562
H 1.8078 4.5453 -2.3654
*
```

Atomic partial charges in e from the natural (NBO) method, atoms 1 to 6: -0.251 0.200 -0.491 0.316 -0.284 -0.166

=====

(3)
A 7-piece molecular cluster, H14O7 overall in a non-equilibrium geometry. Source: the Open Molecules 2025 dataset; level of theory: ωB97M-V/def2-TZVPD.

- Energy above the lowest of the compared OMol25 structures with the same formula, charge and spin: 128.5 kJ/mol
- LUMO energy: 0.327 eV
- Structure (SMILES): O.O.O.O.O.O.O
- HOMO-LUMO gap: 11.4 eV
- DFT total energy: -14560.1299 eV
- Highest occupied orbital energy: -11.05 eV

Structure (ORCA input):
```
! RIJCOSX wB97M-V def2-TZVPD def2/J DEFGRID3
* xyz 0 1
O -1.1654 -2.7858 -0.1815
H -1.5814 -3.5848 -0.4965
H -1.3124 -2.1658 -0.9385
O 1.9746 1.9272 -2.4695
H 2.8796 2.0252 -2.2605
H 1.6516 1.3582 -1.7845
O -0.2764 -0.5958 2.6495
H -1.2014 -0.3958 2.4025
H -0.2834 -1.5418 2.7425
O -1.6594 1.3382 -0.7985
H -0.7584 1.0162 -0.7105
H -1.7624 1.7232 0.0625
O -1.6134 -1.0098 -2.1735
H -1.3134 -0.6718 -2.9935
H -1.8584 -0.2048 -1.6575
O 0.6656 0.1822 -0.1715
H 0.5046 -0.6958 -0.2915
H 0.6856 0.3452 0.7585
O 2.1256 1.2582 2.3495
H 2.4006 1.9282 3.0105
H 1.8986 0.5502 2.9515
*
```

Atomic partial charges in e from the natural (NBO) method, atoms 1 to 6: -0.993 0.467 0.498 -0.945 0.461 0.481